94
Properties=species:S:1:pos:R:3:forces:R:3:lowdin_charge:R:1 method="wB97M-V/def2-TZVPD" homo_lumo_gap_ev=8.415 lumo_energy_ev=-0.08 homo_ev=-8.49 total_energy_ha=-1842.462343 total_charge=0 smiles="CN(C)B(O)BCCCCOC=O.COCCOC.COCCOC.COCCOC.COCCOC"
C 7.038 -1.834 1.368 0.3 0.5 0.4 -0.07
N 7.217 -0.376 1.536 -0.7 0.0 -0.5 -0.13
C 7.670 0.207 0.271 0.1 -0.2 0.3 -0.10
B 5.972 0.218 2.047 0.3 0.0 0.0 -0.52
O 5.817 0.194 3.407 -0.1 0.1 -0.1 0.14
B 4.703 0.834 1.066 0.1 0.1 0.0 -0.02
C 3.390 1.476 1.609 0.2 0.0 -0.3 -0.18
C 2.154 0.664 1.177 0.1 0.3 0.5 -0.20
C 2.152 -0.751 1.760 -0.1 0.4 -0.3 -0.15
C 2.825 -1.815 0.921 0.2 -0.6 0.6 -0.17
O 2.312 -1.896 -0.412 0.1 1.0 -0.3 -0.03
C 3.058 -1.271 -1.366 1.5 -0.9 -0.2 -0.32
O 4.225 -1.518 -1.591 -1.6 0.5 0.5 0.07
H 6.504 -2.235 2.227 0.0 -0.1 0.1 0.08
H 8.015 -2.307 1.316 0.1 -0.2 -0.1 0.09
H 6.469 -2.060 0.463 0.0 -0.1 -0.2 0.08
H 7.094 -0.139 -0.590 -0.1 -0.1 -0.1 0.08
H 7.603 1.290 0.316 0.1 0.1 0.0 0.09
H 8.710 -0.067 0.108 0.2 0.0 -0.1 0.09
H 6.680 -0.053 3.764 0.1 -0.3 0.3 0.10
H 4.804 0.717 -0.123 -0.1 0.1 0.0 0.07
H 3.389 1.653 2.682 0.0 -0.1 0.2 0.10
H 3.303 2.460 1.133 0.0 0.1 -0.1 0.11
H 2.092 0.686 0.092 -0.1 -0.2 -0.2 0.10
H 1.265 1.174 1.538 -0.1 0.1 -0.1 0.10
H 2.686 -0.711 2.710 0.0 -0.1 0.2 0.12
H 1.129 -1.042 1.986 -0.1 -0.2 -0.1 0.10
H 3.910 -1.695 0.912 0.1 0.1 -0.3 0.11
H 2.641 -2.781 1.383 0.0 -0.2 0.0 0.13
H 2.473 -0.541 -1.934 -0.1 -0.2 -0.2 0.15
C -3.497 0.462 -1.552 -0.1 -0.1 -0.1 -0.09
O -3.736 0.307 -0.162 0.0 0.1 -0.1 -0.20
C -2.642 -0.258 0.540 -0.2 0.0 0.1 -0.20
C -1.844 0.799 1.269 0.3 0.0 0.0 -0.20
O -1.205 1.689 0.369 -0.1 0.0 0.0 -0.20
C -1.879 2.928 0.228 0.0 0.0 0.0 -0.10
H -4.283 1.100 -1.954 0.0 0.0 0.0 0.07
H -2.531 0.929 -1.751 0.0 0.0 0.0 0.09
H -3.542 -0.510 -2.054 0.1 0.0 -0.1 0.09
H -1.994 -0.817 -0.141 0.0 0.0 0.0 0.13
H -3.050 -0.961 1.273 0.0 0.0 0.0 0.13
H -1.060 0.307 1.855 0.0 0.0 0.0 0.11
H -2.488 1.350 1.961 0.0 0.0 0.0 0.13
H -1.729 3.551 1.117 0.0 0.0 0.0 0.09
H -2.950 2.788 0.061 0.0 0.0 0.0 0.08
H -1.451 3.438 -0.632 0.0 0.0 0.0 0.09
C -8.752 2.132 -3.504 0.0 -0.1 0.0 -0.11
O -8.910 1.950 -2.109 0.1 0.1 0.0 -0.18
C -7.787 1.322 -1.504 -0.3 0.0 0.1 -0.20
C -6.855 2.306 -0.835 0.2 -0.1 0.0 -0.20
O -6.228 3.161 -1.781 -0.1 0.0 0.0 -0.21
C -6.818 4.446 -1.859 0.1 0.0 0.0 -0.11
H -9.557 2.771 -3.861 0.0 0.0 0.1 0.09
H -7.793 2.600 -3.736 0.0 0.0 -0.1 0.07
H -8.817 1.166 -4.018 0.1 0.0 -0.1 0.09
H -7.234 0.735 -2.245 0.0 0.0 0.0 0.12
H -8.174 0.632 -0.749 0.0 0.0 0.0 0.13
H -6.062 1.748 -0.326 0.0 0.0 0.0 0.11
H -7.395 2.890 -0.084 0.0 0.0 0.0 0.13
H -6.555 5.045 -0.980 -0.1 0.0 0.0 0.09
H -7.905 4.386 -1.942 0.0 0.0 0.0 0.09
H -6.421 4.937 -2.746 0.0 0.0 0.0 0.09
C -5.236 0.612 -8.253 0.0 0.0 0.0 -0.11
O -6.195 -0.058 -7.455 0.1 0.1 0.0 -0.19
C -5.637 -1.073 -6.637 -0.2 0.0 -0.1 -0.20
C -5.461 -0.611 -5.208 0.2 -0.1 0.1 -0.21
O -4.497 0.424 -5.102 0.0 0.0 -0.1 -0.19
C -5.077 1.711 -4.974 0.0 0.0 0.1 -0.10
H -5.716 1.498 -8.666 0.0 0.0 0.0 0.09
H -4.367 0.921 -7.668 0.0 0.0 0.0 0.08
H -4.908 -0.028 -9.079 0.1 0.0 0.0 0.09
H -4.680 -1.413 -7.043 0.0 0.0 0.0 0.13
H -6.331 -1.920 -6.650 0.0 0.0 0.0 0.13
H -5.104 -1.453 -4.607 0.0 0.0 0.0 0.12
H -6.421 -0.284 -4.797 0.0 0.0 0.0 0.12
H -5.494 1.837 -3.969 0.0 0.1 -0.1 0.06
H -5.862 1.871 -5.718 0.0 0.0 0.0 0.09
H -4.293 2.452 -5.125 0.1 -0.1 0.0 0.09
C 8.087 -3.586 4.952 0.0 0.0 0.0 -0.11
O 7.332 -2.447 5.323 0.0 0.0 0.0 -0.20
C 5.944 -2.708 5.467 0.0 0.3 -0.1 -0.21
C 5.540 -2.853 6.916 -0.1 -0.2 0.0 -0.20
O 6.115 -4.005 7.513 0.1 0.0 0.0 -0.19
C 7.244 -3.718 8.317 0.0 0.0 0.0 -0.11
H 9.139 -3.340 5.083 0.0 0.0 0.0 0.09
H 7.845 -4.450 5.577 0.0 0.0 0.0 0.09
H 7.912 -3.839 3.901 0.0 -0.1 0.0 0.08
H 5.659 -3.602 4.903 0.0 0.0 0.0 0.13
H 5.413 -1.853 5.036 -0.1 0.0 0.0 0.11
H 4.453 -2.968 6.968 0.0 0.0 0.0 0.13
H 5.813 -1.953 7.475 0.0 0.0 0.0 0.13
H 6.939 -3.248 9.258 0.0 0.0 0.0 0.09
H 7.952 -3.065 7.801 0.0 0.0 0.0 0.08
H 7.735 -4.663 8.542 0.0 0.0 0.0 0.09


107
Properties=species:S:1:pos:R:3:forces:R:3:lowdin_charge:R:1 method="wB97M-V/def2-TZVPD" homo_lumo_gap_ev=7.683 lumo_energy_ev=-1.72 homo_ev=-9.41 total_energy_ha=-6906.960128 total_charge=0 de_lowest_kcal_mol=26.4
C 1.106 4.335 0.352 -1.1 0.6 0.0 -0.12
C 0.244 3.278 -0.293 0.0 0.6 1.0 -0.67
Cl -1.375 3.164 0.412 0.6 0.1 0.1 0.74
C 0.597 2.481 -1.279 -0.3 -0.5 -0.8 -0.54
Cl 2.253 2.682 -1.863 -0.7 -0.3 0.6 0.78
C -0.262 1.413 -2.012 1.5 0.6 -1.1 -0.44
N 0.709 0.619 -2.795 -0.2 -0.8 -0.1 0.04
C -1.175 0.468 -1.240 -1.2 -0.8 0.4 -0.18
C -0.697 -0.325 -0.013 0.5 0.3 -0.1 -0.11
C 0.832 -0.496 0.166 0.0 -1.3 0.3 -0.19
C 1.335 -0.325 1.625 -1.1 0.0 -1.5 -0.19
S 0.646 -1.554 2.757 1.6 -0.4 1.5 0.61
O 0.792 -2.874 2.250 -1.1 -0.2 -1.3 -0.26
O 1.348 -1.394 3.993 -0.3 1.2 0.4 -0.29
O -0.917 -1.214 3.013 1.1 0.3 -0.9 -0.14
C -1.754 -0.292 -2.467 1.9 4.4 1.5 -0.44
O -1.939 -1.417 -2.611 -1.1 -3.4 -0.8 0.22
O -1.981 0.712 -3.396 0.4 -0.7 -1.3 0.01
C -1.287 1.923 -3.076 -2.2 0.3 1.2 -0.66
Br -0.503 2.923 -4.588 0.3 -0.9 0.2 0.91
C -2.420 2.872 -2.602 0.5 1.0 -0.2 -0.15
C -3.321 3.350 -3.770 0.7 1.5 1.9 -0.55
O -3.752 2.625 -4.589 -0.6 -1.7 -1.9 0.13
N -3.617 4.739 -3.742 0.2 -0.4 -0.1 -0.17
C -4.084 5.205 -5.052 0.0 0.7 0.6 -0.08
C -4.612 5.004 -2.690 0.0 0.0 -0.1 -0.05
H 1.394 4.073 1.375 0.1 -0.1 -0.3 0.09
H 1.951 4.627 -0.270 0.0 -0.3 0.2 0.05
H 0.466 5.227 0.441 0.2 -0.2 0.1 0.08
H 0.427 0.489 -3.762 0.0 0.2 0.1 0.07
H 0.850 -0.316 -2.424 0.0 0.2 0.1 0.09
H -2.094 0.945 -0.869 0.4 0.4 -0.2 0.12
H -1.077 0.193 0.879 0.0 0.1 -0.4 0.08
H -1.205 -1.299 -0.008 0.2 0.2 -0.1 0.13
H 1.076 -1.539 -0.099 0.1 0.3 -0.1 0.11
H 1.460 0.127 -0.478 -0.3 0.1 0.2 0.09
H 2.412 -0.516 1.598 -0.2 0.0 0.6 0.12
H 1.099 0.694 1.954 0.2 -0.3 0.4 0.11
H -0.935 -0.246 3.131 -0.4 -0.2 0.3 0.09
H -1.945 3.767 -2.182 -0.3 -0.2 0.1 0.10
H -3.096 2.426 -1.864 0.4 -0.2 0.0 0.11
H -4.387 6.252 -4.928 0.1 -0.2 0.0 0.09
H -4.972 4.670 -5.379 0.3 -0.1 -0.2 0.05
H -3.265 5.194 -5.777 -0.2 -0.3 0.1 0.10
H -4.582 6.056 -2.388 -0.1 -0.2 -0.1 0.09
H -5.609 4.735 -3.084 0.1 0.2 0.3 0.10
H -4.436 4.389 -1.799 0.1 0.2 -0.2 0.08
O 3.192 -4.777 -1.412 0.0 0.0 0.0 0.10
C 2.529 -5.596 -0.808 0.0 0.1 0.0 -0.38
C 1.566 -5.184 0.240 0.0 0.0 0.0 0.02
C 0.841 -6.081 0.903 0.0 0.1 0.0 0.03
C 0.965 -7.531 0.622 -0.1 -0.1 0.1 -0.38
O 0.304 -8.350 1.224 0.0 0.0 -0.1 0.11
C 1.931 -7.944 -0.428 0.1 0.0 -0.1 0.02
C 2.655 -7.046 -1.091 0.0 -0.1 0.0 0.02
H 1.487 -4.123 0.433 0.0 0.0 0.0 0.09
H 0.134 -5.797 1.672 0.0 0.0 0.0 0.12
H 2.009 -9.007 -0.619 0.0 0.0 0.0 0.12
H 3.363 -7.328 -1.860 0.0 0.0 0.0 0.12
O 3.374 4.165 -8.233 0.0 0.0 0.1 0.11
C 3.393 4.612 -7.106 0.0 -0.1 -0.1 -0.39
C 3.802 6.014 -6.843 0.0 0.1 0.1 0.02
C 3.825 6.506 -5.606 0.0 0.0 -0.1 0.02
C 3.442 5.674 -4.440 0.0 0.0 0.1 -0.38
O 3.461 6.123 -3.312 0.0 0.0 0.0 0.10
C 3.033 4.273 -4.703 0.0 -0.1 0.0 -0.02
C 3.010 3.782 -5.939 0.0 0.0 0.1 0.01
H 4.078 6.606 -7.706 0.0 0.0 0.0 0.12
H 4.121 7.526 -5.394 0.0 0.0 0.0 0.12
H 2.756 3.681 -3.835 0.1 0.2 -0.4 0.01
H 2.713 2.762 -6.151 0.0 0.0 0.0 0.12
O -6.694 5.883 -5.894 -0.5 0.1 -0.2 0.08
C -7.698 5.480 -6.445 0.1 0.1 0.0 -0.36
C -7.808 4.076 -6.909 0.0 -0.1 0.0 0.03
C -8.907 3.634 -7.515 0.1 0.0 0.0 0.02
C -10.068 4.527 -7.752 -0.1 -0.1 -0.1 -0.39
O -11.070 4.124 -8.302 0.0 0.0 0.0 0.11
C -9.957 5.932 -7.288 0.1 0.1 0.1 0.02
C -8.858 6.373 -6.682 -0.1 0.0 0.0 0.02
H -6.951 3.439 -6.727 0.0 0.0 0.0 0.12
H -9.007 2.613 -7.861 0.0 0.0 0.0 0.12
H -10.814 6.568 -7.470 0.0 0.0 0.0 0.12
H -8.758 7.394 -6.335 0.0 0.0 0.0 0.12
O 1.769 -5.348 6.713 0.0 0.0 0.0 0.10
C 2.056 -4.284 7.225 0.0 0.0 0.0 -0.37
C 2.542 -4.215 8.623 -0.2 0.2 -0.1 0.01
C 2.856 -3.053 9.188 0.0 0.0 0.0 0.02
C 2.733 -1.778 8.441 0.0 0.1 0.0 -0.38
O 3.021 -0.716 8.956 0.0 0.0 0.0 0.10
C 2.247 -1.848 7.042 0.0 0.0 0.0 0.02
C 1.934 -3.010 6.477 0.0 -0.1 0.0 0.02
H 2.625 -5.151 9.150 0.0 0.0 0.0 0.09
H 3.212 -2.984 10.207 0.0 0.0 0.0 0.12
H 2.163 -0.908 6.511 0.0 0.0 0.0 0.11
H 1.579 -3.079 5.459 0.0 0.0 0.0 0.09
O 4.806 -5.312 10.124 0.1 -0.3 0.1 0.10
C 5.133 -6.482 10.101 0.0 0.1 0.0 -0.36
C 6.413 -6.928 10.701 0.1 -0.1 0.0 0.02
C 6.778 -8.207 10.678 0.0 0.1 0.0 0.02
C 5.920 -9.243 10.052 0.0 -0.1 0.0 -0.39
O 6.253 -10.408 10.033 0.0 0.1 0.0 0.11
C 4.640 -8.797 9.452 -0.1 0.1 0.0 0.03
C 4.274 -7.518 9.474 0.0 0.0 0.0 0.03
H 7.026 -6.159 11.154 0.0 0.0 0.0 0.12
H 7.709 -8.552 11.110 0.0 0.0 0.0 0.12
H 4.027 -9.566 8.998 0.0 0.0 0.0 0.13
H 3.342 -7.178 9.040 0.0 0.0 0.0 0.11


11
Properties=species:S:1:pos:R:3:forces:R:3:nbo_charge:R:1 method="wB97M-V/def2-TZVPD" homo_lumo_gap_ev=8.465 lumo_energy_ev=-0.14 homo_ev=-8.61 total_energy_ha=-554.039335 total_charge=0 smiles="C#CC.C=S" de_lowest_kcal_mol=83.4
C 1.269 0.531 0.711 1.4 1.8 1.4 -0.25
C 0.864 0.709 -0.422 1.0 -1.7 0.4 -0.04
C 0.352 0.209 -1.722 -2.7 1.3 0.8 -0.68
H 1.681 0.655 1.776 -1.0 -0.4 -2.4 0.26
H -0.547 -0.534 -1.452 2.2 1.2 -1.1 0.24
H 1.156 -0.155 -2.354 -0.2 -0.4 0.1 0.25
H -0.143 1.094 -2.224 0.5 -1.1 0.2 0.24
C -1.100 -0.588 1.330 0.3 1.0 1.3 -0.47
S -2.204 -1.598 1.890 -0.2 -0.4 -0.6 0.08
H -0.679 -0.369 0.318 -1.2 -0.8 1.3 0.20
H -0.649 0.047 2.149 -0.2 -0.4 -1.2 0.18


68
Properties=species:S:1:pos:R:3:forces:R:3:lowdin_spin:R:1 method="wB97M-V/def2-TZVPD" homo_lumo_gap_ev="6.798 / 7.955" lumo_energy_ev="-3.86 / -2.95" homo_ev="-10.66 / -10.91" total_energy_ha=-5904.902115 spin_multiplicity=5 total_charge=+1 de_lowest_kcal_mol=2.3
Mn 0.238 -0.534 -0.838 -0.3 0.9 -0.1 3.79
N 0.380 0.347 2.138 0.0 0.0 -0.1 0.05
C 0.346 0.064 1.019 0.0 0.0 0.4 -0.05
Cl 1.693 -2.876 -0.051 0.0 -0.1 0.0 0.03
C 2.132 -2.934 -1.757 -0.1 0.0 0.1 0.00
Cl 0.953 -1.978 -2.719 0.2 -0.5 -0.4 0.02
H 2.094 -3.956 -2.107 0.0 0.0 -0.1 0.00
H 3.108 -2.483 -1.885 0.0 0.0 -0.1 0.00
C 3.173 3.070 -1.543 0.1 0.3 0.0 0.00
Si 2.947 1.239 -1.555 -0.2 0.0 0.2 0.01
C 3.741 0.519 -3.081 0.1 -0.1 -0.2 0.00
C 3.663 0.447 -0.037 0.0 0.0 0.2 0.00
N 1.216 0.913 -1.502 -0.3 -0.3 -0.1 0.02
C 0.227 1.590 -2.253 0.2 -0.1 0.3 0.01
C 0.428 1.984 -3.582 0.0 -0.1 -0.2 0.00
C -0.578 2.626 -4.283 0.0 0.0 0.0 0.00
C -1.818 2.866 -3.695 0.0 0.0 0.0 0.00
C -2.030 2.477 -2.385 0.0 -0.1 0.0 0.00
C -1.014 1.859 -1.663 -0.1 0.1 0.1 0.01
H 4.241 3.311 -1.524 -0.1 0.0 0.0 0.00
H 2.709 3.505 -0.654 0.0 0.0 0.0 0.00
H 2.739 3.543 -2.426 0.0 0.0 0.0 0.00
H 4.761 0.201 -2.847 0.0 0.0 -0.1 0.00
H 3.812 1.268 -3.875 0.0 -0.1 0.0 0.00
H 3.201 -0.339 -3.489 0.0 0.0 0.0 0.00
H 4.729 0.239 -0.161 -0.1 0.0 0.0 0.00
H 3.165 -0.491 0.220 0.1 0.0 0.0 0.00
H 3.543 1.108 0.825 0.0 -0.1 0.0 0.00
H 1.380 1.781 -4.061 -0.1 0.0 0.0 0.00
H -0.395 2.941 -5.303 0.0 0.0 0.0 0.00
H -2.599 3.369 -4.251 0.0 0.0 0.0 0.00
H -2.981 2.679 -1.905 0.0 0.0 0.0 0.00
H -1.152 1.650 -0.607 0.0 0.0 0.0 0.00
O -1.432 -1.454 -0.798 0.3 -0.2 -0.2 0.06
As -2.961 -1.549 -0.082 0.1 0.1 0.1 0.01
C -3.320 -3.392 0.184 0.1 -0.1 0.1 0.00
C -3.541 -3.974 1.427 -0.1 -0.1 -0.1 0.00
C -3.739 -5.346 1.507 0.0 0.0 0.0 0.00
C -3.716 -6.120 0.356 0.0 0.0 0.0 0.00
C -3.504 -5.530 -0.885 0.0 0.0 0.0 0.00
C -3.305 -4.163 -0.977 0.0 -0.1 0.1 0.00
C -4.189 -0.881 -1.362 0.0 0.0 -0.1 0.00
C -3.751 -0.644 -2.658 -0.1 0.1 0.0 0.00
C -4.655 -0.166 -3.598 0.0 0.0 0.0 0.00
C -5.974 0.069 -3.236 0.0 0.0 0.0 0.00
C -6.404 -0.172 -1.935 0.0 0.0 0.0 0.00
C -5.511 -0.652 -0.990 0.0 0.0 -0.1 0.00
C -3.027 -0.429 1.440 0.0 0.1 0.1 0.00
C -2.617 -0.844 2.704 0.0 0.1 0.0 0.00
C -2.542 0.086 3.727 0.0 0.0 0.0 0.00
C -2.857 1.416 3.486 0.0 0.0 0.0 0.00
C -3.252 1.828 2.220 0.0 0.0 0.0 0.00
C -3.340 0.907 1.190 0.0 0.0 0.2 0.00
H -3.589 -3.376 2.325 0.0 0.0 0.0 0.00
H -3.916 -5.806 2.469 0.0 0.0 0.0 0.00
H -3.875 -7.189 0.423 0.0 0.0 0.0 0.00
H -3.499 -6.137 -1.781 0.0 0.0 0.0 0.00
H -3.147 -3.701 -1.944 0.0 0.0 0.0 0.00
H -2.717 -0.814 -2.922 0.0 0.0 0.0 0.00
H -4.326 0.027 -4.611 0.0 0.0 0.0 0.00
H -6.675 0.444 -3.971 0.0 0.0 0.0 0.00
H -7.433 0.016 -1.659 0.0 0.0 0.0 0.00
H -5.842 -0.836 0.025 0.0 0.0 0.0 0.00
H -2.318 -1.864 2.892 0.0 0.0 0.0 0.00
H -2.216 -0.225 4.711 0.0 0.0 0.0 0.00
H -2.779 2.140 4.287 0.0 0.0 0.0 0.00
H -3.488 2.868 2.035 0.0 0.0 0.0 0.00
H -3.654 1.224 0.204 0.0 0.0 0.0 0.00